No. 1
This record from OMol25 describes a cluster of 2 separate species, C2H2N2O3S in total. The level of theory is the ωB97M-V functional and the def2-TZVPD basis.

## Properties
Orbital gap (spin up / spin down) (eV): 8.534 / 8.540
Net charge: 0
Multiplicity: 1
Energy above the lowest of the compared OMol25 structures with the same formula, charge and spin (kcal per mole): 152.8

Each line ends with the Mulliken charge.
Positions of all 10 atoms, in Å:
S: 1.1093 -1.4765 -0.1473  -0.1443
O: -1.6746 -1.4419 -0.2215  -0.6052
O: -1.9928 -0.2628 1.5794  -0.5260
O: -0.1159 1.3826 -0.1809  -0.5598
N: 1.3353 0.4827 2.8344  -0.3243
N: -1.3351 -0.7699 0.6882  1.0537
C: 0.0823 -0.4017 0.7576  0.4613
C: 0.6528 0.1342 1.9548  0.1084
H: 0.5858 1.3478 -0.8667  0.3170
H: 0.2523 -1.6861 -1.1357  0.2192



No. 2
This record from OMol25 describes a cluster of 5 separate species, H16N5 in total. The level of theory is the ωB97M-V functional and the def2-TZVPD basis.

## Properties
Orbital gap (eV): 10.196
Net charge: +1
Multiplicity: 1
Energy above the lowest of the compared OMol25 structures with the same formula, charge and spin (kcal per mole): 21.9

Each line ends with the Mulliken charge.
Positions of all 21 atoms, in Å:
N: 3.3909 0.3990 -0.9907  -0.6184
N: -2.1675 -0.4011 -2.4719  -0.8500
N: 0.0605 -0.6551 -0.4465  -0.3218
N: -0.5544 1.8204 1.0180  -0.8449
N: -0.4660 -1.2867 2.5495  -0.7034
H: -1.4679 -1.1696 2.6771  0.2364
H: -0.9126 2.6623 0.5788  0.2410
H: -0.2384 -2.1709 2.9885  0.2481
H: 2.8494 0.1368 -0.1817  0.2107
H: 0.9513 -0.5091 -0.9192  0.3255
H: 0.2431 2.0444 1.5951  0.2386
H: -2.7421 -1.1017 -2.0291  0.2619
H: -0.7943 -0.5901 -1.0366  0.4050
H: -0.2132 0.1269 0.1933  0.3881
H: -2.3235 0.5878 -2.5375  0.2272
H: 0.0708 -1.5309 0.0687  0.4282
H: 4.3404 0.0993 -1.1437  0.2113
H: -1.3245 1.4958 1.5891  0.2405
H: 3.2530 1.3861 -1.1427  0.2073
H: 0.0322 -0.5493 3.0262  0.2319
H: -1.9873 -0.7943 -3.3849  0.2369



No. 3
This record from OMol25 describes an isolated molecule of C5H8FNS. The level of theory is the ωB97M-V functional and the def2-TZVPD basis.

## Properties
Orbital gap (eV): 8.598
Structure (SMILES): C[C@@]1(CF)NCC1=S
Net charge: 0
Multiplicity: 1
Energy above the lowest of the compared OMol25 structures with the same formula, charge and spin (kcal per mole): 27.7

Each line ends with the Mulliken charge.
Positions of all 16 atoms, in Å:
S: 2.4291 0.0100 -1.1817  -0.2884
F: 1.0151 0.3976 2.0971  -0.2951
N: -0.7388 -1.0358 0.5318  -0.6959
C: 0.4959 -1.7540 0.1403  -0.3150
C: -0.1656 0.2241 0.0143  1.4315
C: -0.9232 0.8915 -1.1368  -1.4785
C: 1.1085 -0.4891 -0.4228  -0.3043
C: 0.2227 1.1337 1.2363  -0.6037
H: -1.8098 1.3738 -0.7817  0.4021
H: 1.0632 -2.0711 1.0327  0.2218
H: 0.8584 2.0234 0.9306  0.2848
H: -1.5332 -1.3995 -0.0242  0.3242
H: -1.3259 0.1057 -1.8646  0.3503
H: -0.6706 1.5844 1.7034  0.3473
H: 0.3163 -2.6032 -0.5659  0.2941
H: -0.3420 1.6085 -1.7089  0.3248



No. 4
This record from OMol25 describes an isolated molecule of C6H9NO. The level of theory is the ωB97M-V functional and the def2-TZVPD basis.

## Properties
Orbital gap (eV): 10.240
Structure (SMILES): O=C1NC12CCCC2
Net charge: 0
Multiplicity: 1
Energy above the lowest of the compared OMol25 structures with the same formula, charge and spin (kcal per mole): 53.6

Each line ends with the Mulliken charge.
Positions of all 17 atoms, in Å:
O: -3.7255 -0.3310 -0.8207  -0.5900
N: -2.3963 0.2847 1.1087  -0.5704
C: -0.5054 -1.1536 0.1681  -0.6548
C: -1.3008 0.1227 0.1179  0.9786
C: -0.2622 1.2077 -0.2202  -0.6299
C: 1.0918 0.5330 -0.1126  -0.8256
C: -2.7646 -0.0724 -0.1036  -0.0429
C: 0.7606 -0.8873 -0.6086  -0.6290
H: -2.4365 -0.2831 1.9676  0.2966
H: 1.6844 1.0634 -0.7123  0.4329
H: -0.2496 1.5396 -1.2442  0.2820
H: -0.3671 2.0508 0.3870  0.4395
H: -0.1655 -1.4335 1.2237  0.2569
H: 1.4040 0.5245 0.9198  0.3073
H: 0.7436 -0.6801 -1.6278  0.3226
H: -1.1800 -2.0864 -0.0575  0.3395
H: 1.6491 -1.5752 -0.4626  0.2866



No. 5
This record from OMol25 describes a cluster of 9 separate species, C17H52N4O9 in total. The level of theory is the ωB97M-V functional and the def2-TZVPD basis.

## Properties
Orbital gap (eV): 8.492
Structure (SMILES): NC(N)=O.NC(N)=O.CC(C)O.CC(C)O.CC(C)O.CC(C)O.CO.CO.CO
Net charge: 0
Multiplicity: 1
Energy above the lowest of the compared OMol25 structures with the same formula, charge and spin (kcal per mole): 141.1

Each line ends with the Mulliken charge.
Positions of all 82 atoms, in Å:
O: 3.3825 0.1931 -2.9836  -0.5675
O: -0.8860 -0.9502 1.9284  0.0973
O: -3.7101 1.6892 -1.6449  -0.6269
O: -1.3919 -2.7643 -1.7464  -0.7643
O: 1.1486 -2.4002 -1.8687  -0.6440
O: 0.5631 0.4873 -0.2625  1.1451
O: -0.5685 1.6122 -3.9759  -0.8544
O: -3.6618 -1.4264 2.1932  -0.5711
O: 5.0603 0.0500 1.1041  -0.4302
N: 0.6255 -0.1445 -2.9839  -0.3664
N: -1.5116 -0.4158 -3.3448  -0.2393
N: -4.9458 -0.0093 -2.6303  -0.2739
N: -3.7399 1.1716 -3.8961  -0.5800
C: 3.9253 0.7794 -2.0278  1.8790
C: 3.2129 2.1665 -2.0147  -1.6889
C: -0.5243 1.4340 -0.0326  -0.8951
C: -0.2731 -0.8507 3.0210  1.2689
C: 1.6688 -2.5145 -0.4910  0.1403
C: -5.4071 -0.2973 3.2526  -1.6923
C: 5.3933 0.8959 -2.1509  -1.8192
C: -0.6476 0.4334 3.8059  -1.5821
C: -0.4762 -2.1920 3.7952  -1.5045
C: -2.2213 -2.2217 -0.7739  0.0353
C: 3.0896 0.9996 1.6648  -0.5741
C: -4.1958 1.0205 -2.7129  0.7220
C: -4.5786 0.2548 0.9060  -0.7449
C: 5.2230 2.1355 2.1519  -1.4827
C: -0.4796 0.3740 -3.3560  0.5931
C: -4.1635 -0.2812 2.2568  1.0596
C: 4.5785 0.8119 1.9765  0.5442
H: -0.8048 1.5696 1.0106  -0.1022
H: -4.1488 0.6416 -4.5964  0.1401
H: 0.9025 -2.3641 0.2708  -0.2534
H: 3.7053 0.3211 -1.0220  -0.6232
H: -5.1277 -0.3996 -1.7288  0.1937
H: -2.6773 -1.3198 2.1958  0.1724
H: -0.4752 -2.6716 -1.3725  0.2982
H: -0.6636 1.3568 3.1924  0.3389
H: -0.4630 -0.2739 1.3652  -0.6389
H: 4.7106 0.3383 2.9545  0.1149
H: 3.7555 2.7879 -1.2817  0.4296
H: 2.4861 -1.7324 -0.2768  -0.0709
H: -1.5212 -2.2797 4.0146  0.4220
H: -3.0759 1.9073 -4.1265  0.2759
H: -0.4582 2.3947 -0.4534  0.4551
H: 0.6708 -1.1209 -2.5959  0.4857
H: -2.3575 0.0370 -3.6041  0.2226
H: 0.4669 0.2045 -1.1911  -0.4027
H: 5.5365 1.1306 -3.2199  0.4382
H: 0.7928 -0.8839 2.7196  0.1129
H: 4.6649 2.7568 2.8546  0.3812
H: 6.1601 2.0780 2.7022  0.4422
H: -1.6563 0.2106 4.1594  0.3131
H: -4.7054 1.2685 0.9525  0.4282
H: 3.0155 1.6624 0.7234  0.0380
H: -1.6066 -1.2357 -2.7008  0.2083
H: 2.1034 -3.4366 -0.2411  0.5155
H: 5.9585 0.2886 0.9342  0.3532
H: -3.8731 0.0109 0.1113  -0.5177
H: -1.4383 1.0281 -0.4157  0.2730
H: 3.6086 -0.7402 -2.9455  0.3691
H: 2.1253 2.1783 -1.7744  0.2233
H: 5.7870 1.6202 -1.4968  0.3523
H: -3.1460 -2.0144 -1.2714  0.4103
H: -5.8119 0.7178 3.3462  0.3678
H: -5.1011 -0.6301 4.2238  0.4437
H: 5.8589 -0.0821 -1.9891  0.3967
H: 1.7593 -2.8880 -2.4098  0.2352
H: 2.6005 1.5798 2.4232  0.6131
H: -0.1766 -3.0939 3.2258  0.3033
H: 5.3196 2.7120 1.2054  0.3008
H: -5.4751 -0.3169 -3.4161  0.1725
H: 1.4796 0.3546 -3.0965  0.1132
H: -6.2486 -0.9505 2.9272  0.3255
H: 3.4845 2.6440 -2.9587  0.4584
H: -3.4473 0.4620 2.6462  0.0097
H: 0.1970 -2.1399 4.6447  0.3894
H: -5.4964 -0.2167 0.5175  0.4545
H: 2.5496 0.0982 1.4786  -0.3865
H: -2.3865 -2.8869 0.0953  0.3372
H: -1.8422 -1.2536 -0.4781  -0.4113
H: -0.0033 0.5303 4.6086  0.4952



No. 6
This record from OMol25 describes a structure of composition C4H5O3Ru. The level of theory is the ωB97M-V functional and the def2-TZVPD basis.

## Properties
Orbital gap (spin up / spin down) (eV): 9.168 / 5.743
Net charge: +2
Expectation value of S²: 8.764
Multiplicity: 6

Each line ends with the Mulliken charge.
Positions of all 13 atoms, in Å:
Ru: 1.2014 1.0137 0.0018  1.2969
O: -0.3677 -0.0481 -0.9940  -0.2821
O: 2.6443 -0.4514 0.2931  -0.1987
O: -1.6989 0.9850 0.5675  -0.1930
C: -0.7459 0.9530 -0.3538  0.8052
C: 3.4429 -1.2575 0.3070  0.1689
C: -2.5291 -0.0624 2.5598  -1.0325
C: -2.4924 -0.1174 1.0476  -0.1874
H: -3.1330 -0.9001 2.9352  0.3576
H: -3.4925 0.0166 0.6198  0.2757
H: -2.1187 -1.0842 0.6926  0.3523
H: -1.5195 -0.1394 2.9837  0.3073
H: -2.9858 0.8753 2.9041  0.3297